1.
The following is a DFT calculation (the ωB97M-V functional and the def2-TZVPD basis) of the molecule H2O2Si2 in a non-equilibrium geometry.

CARTESIAN COORDINATES (ANGSTROEM)
O: -1.110 0.283 -1.111
O: 0.523 0.022 0.915
Si: -0.714 -0.546 0.126
Si: 1.011 1.299 -0.140
H: -1.345 -1.244 1.147
H: 1.636 0.186 -0.936

The HOMO-LUMO gap comes out at 8.084 eV. Its energy above the lowest of the compared OMol25 structures with the same formula, charge and spin is 11.63 kcal per mole.

---

2.
The following is a DFT calculation (the ωB97M-V functional and the def2-TZVPD basis) of the molecule H2O4S2 in a non-equilibrium geometry.

CARTESIAN COORDINATES (ANGSTROEM)
O: 1.174 -1.276 -1.482
S: 1.018 -0.654 -0.208
S: 2.520 -0.215 0.875
O: 0.160 0.938 -0.348
O: -1.206 0.868 -0.652
O: -1.832 0.424 0.465
H: -0.218 -1.150 0.287
H: -1.614 1.066 1.062

The HOMO-LUMO gap comes out at 10.466 eV. Its energy above the lowest of the compared OMol25 structures with the same formula, charge and spin is 139.21 kcal per mole. The SMILES is O=[S@@H](=S)OOO.

---

Values for HOMO, eV, ordered as above
-8.819; -10.410
Values for LUMO energy, eV, ordered as above
-0.736; 0.056
Values for molecular weight, g/mol, ordered as above
90.19; 130.15